1:
{"formula": "C4H11N2O", "method": "ωB97M-V with the def2-TZVPD basis set", "species": ["C", "C", "C", "C", "N", "N", "O", "H", "H", "H", "H", "H", "H", "H", "H", "H", "H", "H"], "xyz": [[-1.049, -0.976, 0.753], [-0.144, 0.037, 0.137], [-0.457, 1.507, 0.595], [-0.540, 0.236, -1.362], [1.264, -0.039, 0.528], [1.774, -1.298, 0.132], [2.011, 1.094, -0.248], [-1.184, -1.941, 0.170], [-0.696, -1.260, 1.688], [-2.064, -0.635, 1.089], [0.456, 2.152, 0.299], [-0.495, 1.629, 1.637], [-1.483, 1.728, 0.389], [0.175, 0.919, -1.859], [-0.416, -0.760, -1.876], [-1.530, 0.526, -1.470], [1.562, -1.649, -0.753], [2.814, -1.272, 0.150]], "smiles": "CC(C)(C)N(N)[O-]", "total_charge": -1, "homo_ev": -2.228, "orbital_gap_ev": 6.24, "mol_weight_g_mol": 103.14, "e_lumo_ev": 4.010}

2:
{"formula": "C4H11N2O", "method": "ωB97M-V with the def2-TZVPD basis set", "species": ["C", "N", "C", "O", "C", "C", "N", "H", "H", "H", "H", "H", "H", "H", "H", "H", "H", "H"], "xyz": [[-0.481, 1.237, -1.577], [1.131, -2.778, 0.188], [1.416, -1.932, 1.209], [2.527, -0.707, 0.791], [-0.688, 1.227, -0.144], [-1.829, 0.149, -0.318], [-0.959, 2.211, 0.822], [0.550, 1.075, -1.895], [-1.064, 1.987, -2.133], [1.086, -2.288, -0.701], [2.144, -2.227, 1.960], [0.609, -1.207, 1.472], [0.081, 0.902, 0.598], [-1.960, -0.047, 0.754], [-2.777, 0.517, -0.699], [-1.487, -0.767, -0.813], [2.201, -0.442, -0.074], [-0.500, 3.089, 0.559]], "total_charge": -1, "homo_ev": -2.060, "orbital_gap_ev": 3.62, "mol_weight_g_mol": 103.14, "e_lumo_ev": 1.559}

Stability, lowest: 2

1:
{"formula": "C4H11N2O", "method": "ωB97M-V with the def2-TZVPD basis set", "species": ["C", "N", "C", "C", "N", "C", "O", "H", "H", "H", "H", "H", "H", "H", "H", "H", "H", "H"], "xyz": [[-1.572, 1.786, -1.911], [-1.476, 1.361, -0.508], [-0.056, 1.324, -0.096], [0.126, 0.301, 0.978], [-0.011, -1.005, 0.222], [1.422, -1.737, 0.230], [1.643, -2.211, 1.410], [-2.579, 1.403, -2.190], [-1.350, 2.906, -1.898], [-0.737, 1.519, -2.638], [-1.925, 0.420, -0.385], [0.231, 2.388, -0.038], [0.694, 0.901, -0.953], [-0.497, 0.236, 1.896], [1.127, 0.461, 1.429], [-0.592, -1.567, 0.872], [1.227, -2.541, -0.547], [2.156, -0.972, -0.033]], "smiles": "CNCCNC[O-]", "total_charge": -1, "homo_ev": -2.586, "orbital_gap_ev": 6.46, "mol_weight_g_mol": 103.14, "e_lumo_ev": 3.879}

2:
{"formula": "C4H11N2O", "method": "ωB97M-V with the def2-TZVPD basis set", "species": ["N", "C", "C", "C", "H", "H", "H", "H", "H", "H", "H", "N", "C", "O", "H", "H", "H", "H"], "xyz": [[2.442, -1.123, -0.037], [1.409, -0.690, -1.002], [-0.973, -1.253, -0.693], [0.238, -1.619, -1.008], [3.346, -0.614, -0.098], [2.043, -0.980, 0.882], [1.829, -0.679, -2.061], [1.095, 0.338, -0.676], [-1.816, -1.985, -0.684], [-1.149, -0.173, -0.556], [0.445, -2.641, -1.318], [-1.887, 1.926, 0.385], [-0.944, 1.232, 1.360], [0.276, 1.153, 0.815], [-2.596, 2.458, 0.912], [-1.330, 2.575, -0.190], [-0.961, 1.819, 2.326], [-1.468, 0.254, 1.645]], "total_charge": -1, "homo_ev": -2.784, "orbital_gap_ev": 7.23, "mol_weight_g_mol": 103.14, "e_lumo_ev": 4.441}

3:
{"formula": "C4H11N2O", "method": "ωB97M-V with the def2-TZVPD basis set", "species": ["N", "C", "C", "N", "C", "C", "O", "H", "H", "H", "H", "H", "H", "H", "H", "H", "H", "H"], "xyz": [[-1.409, 1.556, -0.666], [-1.482, 0.185, -0.257], [-1.176, -0.762, -1.450], [-0.413, -0.333, -2.542], [1.643, 0.502, 0.756], [1.464, -0.841, 1.609], [1.303, -0.574, 2.920], [-0.805, 1.398, -1.543], [-2.330, 1.753, -1.197], [-0.839, -0.075, 0.587], [-2.459, -0.043, 0.011], [-1.280, -1.789, -0.987], [0.134, -0.671, -1.465], [0.876, 0.430, -0.052], [1.370, 1.438, 1.374], [2.646, 0.728, 0.318], [0.465, -1.299, 1.177], [2.293, -1.604, 1.408]], "total_charge": -1, "homo_ev": -2.429, "orbital_gap_ev": 5.58, "mol_weight_g_mol": 103.14, "e_lumo_ev": 3.152}

Stability, lowest: 3

1:
{"formula": "C4H11N2O", "method": "ωB97M-V with the def2-TZVPD basis set", "species": ["C", "C", "N", "C", "N", "C", "O", "H", "H", "H", "H", "H", "H", "H", "H", "H", "H", "H"], "xyz": [[-1.171, -2.165, -1.019], [-0.774, -0.695, -0.758], [-1.512, -0.254, 0.424], [0.750, -0.719, -0.405], [1.515, 0.493, -0.247], [1.244, 1.434, 0.954], [0.149, 2.133, 0.988], [-2.245, -2.164, -1.193], [-0.914, -2.745, -0.133], [-0.621, -2.583, -1.866], [-1.034, -0.096, -1.622], [-1.526, 0.770, 0.415], [-0.953, -0.281, 1.255], [1.233, -1.494, -1.007], [0.776, -1.224, 0.577], [1.238, 1.165, -0.966], [1.411, 0.726, 1.810], [2.191, 2.018, 0.911]], "smiles": "C[C@@H](N)CNC[O-]", "total_charge": -1, "homo_ev": -2.852, "orbital_gap_ev": 6.95, "mol_weight_g_mol": 103.14, "e_lumo_ev": 4.094}

2:
{"formula": "C4H11N2O", "method": "ωB97M-V with the def2-TZVPD basis set", "species": ["N", "C", "C", "N", "C", "C", "O", "H", "H", "H", "H", "H", "H", "H", "H", "H", "H", "H"], "xyz": [[-0.770, -0.209, 2.240], [-1.400, 0.489, 1.068], [-0.538, 1.714, 0.585], [0.527, 2.111, 1.217], [0.982, -1.825, -0.537], [0.792, -0.767, -1.701], [0.300, -1.144, -2.885], [-0.528, 0.678, 2.721], [0.204, -0.250, 1.933], [-1.495, -0.140, 0.176], [-2.417, 0.742, 1.373], [-1.074, 2.455, -0.025], [0.538, 1.113, 0.400], [0.191, -2.568, -0.469], [1.929, -2.323, -0.771], [1.154, -1.230, 0.364], [0.119, -0.031, -1.200], [1.776, -0.245, -1.763]], "total_charge": -1, "homo_ev": -2.592, "orbital_gap_ev": 6.29, "mol_weight_g_mol": 103.14, "e_lumo_ev": 3.696}

Stability, lowest: 2

1:
{"formula": "C3H4O3", "method": "ωB97M-V with the def2-TZVPD basis set", "species": ["O", "C", "C", "O", "C", "O", "H", "H", "H", "H"], "xyz": [[-1.758, 1.581, -0.256], [-0.866, 0.784, -0.219], [-0.803, -0.601, 0.396], [0.556, -0.704, 0.771], [1.273, 0.042, -0.181], [0.369, 0.984, -0.755], [-1.079, -1.345, -0.366], [-1.453, -0.728, 1.258], [1.689, -0.631, -0.941], [2.072, 0.620, 0.293]], "smiles": "O=C1COCO1", "homo_ev": -10.473, "orbital_gap_ev": 11.25, "mol_weight_g_mol": 88.06, "e_lumo_ev": 0.772}

2:
{"formula": "C3H4O3", "method": "ωB97M-V with the def2-TZVPD basis set", "species": ["O", "C", "C", "O", "C", "O", "H", "H", "H", "H"], "xyz": [[-1.257, -0.998, 0.435], [-0.412, -0.240, -0.388], [-0.095, 1.175, 0.125], [1.308, 0.815, 0.306], [1.064, -0.473, -0.042], [1.775, -1.425, 0.074], [-0.919, -1.903, 0.374], [-0.726, -0.357, -1.432], [-0.558, 1.373, 1.093], [-0.179, 2.033, -0.545]], "homo_ev": -10.557, "orbital_gap_ev": 11.31, "mol_weight_g_mol": 88.06, "e_lumo_ev": 0.754}

3:
{"formula": "C3H4O3", "method": "ωB97M-V with the def2-TZVPD basis set", "species": ["C", "C", "O", "O", "C", "O", "H", "H", "H", "H"], "xyz": [[-1.390, 0.428, -0.008], [0.213, 0.456, -0.036], [1.008, 1.569, 0.034], [2.124, 0.667, -0.049], [1.185, -0.393, -0.100], [1.512, -1.767, -0.135], [-1.633, 1.335, 0.504], [-1.982, 0.249, -0.918], [-1.739, -0.263, 0.661], [0.703, -2.280, 0.047]], "smiles": "Cc1ooc1O", "homo_ev": -8.779, "orbital_gap_ev": 9.23, "mol_weight_g_mol": 88.06, "e_lumo_ev": 0.448}

Stability, lowest: 3

1:
{"formula": "C3H4O3", "method": "ωB97M-V with the def2-TZVPD basis set", "species": ["O", "C", "C", "O", "C", "O", "H", "H", "H", "H"], "xyz": [[-2.115, 0.374, -0.462], [-0.766, 0.191, -0.565], [0.037, -0.478, 0.447], [-0.261, -1.139, -0.742], [1.913, 0.832, 0.026], [1.406, -0.176, 0.691], [-2.467, -0.177, 0.249], [-0.308, 0.933, -1.208], [-0.373, -0.908, 1.360], [2.959, 0.850, 0.412]], "homo_ev": -9.113, "orbital_gap_ev": 9.49, "mol_weight_g_mol": 88.06, "e_lumo_ev": 0.380}

2:
{"formula": "C3H4O3", "method": "ωB97M-V with the def2-TZVPD basis set", "species": ["O", "C", "C", "O", "C", "O", "H", "H", "H", "H"], "xyz": [[-0.411, -1.088, -2.089], [-0.979, -1.101, -1.036], [0.250, 1.544, 0.994], [1.125, 0.676, 0.579], [0.923, -0.553, 0.227], [-0.402, -0.925, 0.183], [-2.054, -1.266, -0.890], [0.660, 2.483, 1.333], [-0.781, 1.241, 1.098], [1.670, -1.013, -0.399]], "homo_ev": [-7.803, -7.826], "orbital_gap_ev": [8.46, 8.47], "mol_weight_g_mol": 88.06, "e_lumo_ev": [0.652, 0.644]}

3:
{"formula": "C3H4O3", "method": "ωB97M-V with the def2-TZVPD basis set", "species": ["O", "C", "C", "O", "C", "O", "H", "H", "H", "H"], "xyz": [[-1.002, -0.697, 1.195], [-1.329, -0.054, 0.230], [-0.296, 0.395, -0.801], [0.776, -0.522, -0.668], [1.423, -0.378, 0.520], [1.542, 0.655, 1.118], [-2.392, 0.173, 0.049], [-0.707, 0.352, -1.815], [0.054, 1.416, -0.613], [1.826, -1.349, 0.830]], "smiles": "O=CCOC=O", "homo_ev": -10.393, "orbital_gap_ev": 11.13, "mol_weight_g_mol": 88.06, "e_lumo_ev": 0.736}

4:
{"formula": "C3H4O3", "method": "ωB97M-V with the def2-TZVPD basis set", "species": ["O", "C", "O", "C", "C", "O", "H", "H", "H", "H"], "xyz": [[-2.588, 0.137, 0.707], [-1.428, 0.099, 0.443], [-0.586, -0.919, 0.764], [0.580, -0.768, -0.037], [0.611, 0.724, -0.326], [-0.762, 1.071, -0.231], [1.483, -0.991, 0.514], [0.449, -1.384, -0.935], [1.186, 1.293, 0.419], [1.005, 0.946, -1.318]], "smiles": "O=C1OCCO1", "homo_ev": -11.149, "orbital_gap_ev": 11.87, "mol_weight_g_mol": 88.06, "e_lumo_ev": 0.718}

Stability, lowest: 1

1:
{"formula": "C6H15N5", "method": "ωB97M-V with the def2-TZVPD basis set", "species": ["C", "N", "C", "C", "N", "C", "N", "N", "C", "N", "C", "H", "H", "H", "H", "H", "H", "H", "H", "H", "H", "H", "H", "H", "H", "H"], "xyz": [[-2.464, -0.671, -0.950], [-1.528, 0.462, -0.798], [-0.455, 0.407, 0.226], [-1.055, 0.247, 1.607], [0.392, 1.571, 0.119], [1.741, 1.295, -0.175], [2.649, 2.202, -0.350], [1.908, 0.030, -0.647], [1.962, -1.122, 0.331], [2.486, -2.304, -0.055], [0.654, -0.660, -0.298], [-3.219, -0.492, -0.120], [-2.971, -0.685, -1.918], [-1.939, -1.555, -0.681], [-2.045, 1.274, -0.452], [-1.193, 0.841, -1.726], [-1.495, 1.083, 1.959], [-0.136, -0.019, 2.276], [-1.626, -0.622, 1.622], [0.159, 2.215, 0.957], [3.405, 1.680, -0.770], [2.541, 3.236, -0.355], [2.279, -0.812, 1.346], [2.377, -2.638, -1.058], [3.460, -2.449, 0.349], [0.442, -1.213, -1.129]], "smiles": "C[NH2+][C@]1(C)NC(=[NH2+])N2[C@H](N)[C@H]21", "total_charge": 2, "homo_ev": -16.901, "orbital_gap_ev": 9.69, "mol_weight_g_mol": 157.22, "e_lumo_ev": -7.209}

2:
{"formula": "C6H15N5", "method": "ωB97M-V with the def2-TZVPD basis set", "species": ["C", "C", "C", "C", "C", "C", "N", "N", "N", "N", "N", "H", "H", "H", "H", "H", "H", "H", "H", "H", "H", "H", "H", "H", "H", "H"], "xyz": [[5.346, 0.476, -0.397], [6.341, -0.580, -0.174], [6.426, -1.600, 0.640], [-9.902, -0.878, -0.394], [-10.612, 1.251, 0.535], [-9.753, 0.575, -0.210], [3.614, 0.069, 1.216], [6.428, -2.262, 1.581], [3.320, 1.733, -0.455], [4.159, 0.731, 0.125], [7.498, -0.491, -1.172], [5.614, 1.185, -1.186], [-9.888, -1.239, -1.447], [-9.127, -1.442, 0.034], [-10.772, -1.364, 0.086], [-10.557, 2.373, 0.777], [2.662, 0.319, 1.597], [-11.527, 0.866, 0.864], [-8.988, 1.102, -0.777], [4.146, -0.321, 2.003], [6.444, -3.312, 1.766], [3.226, 2.539, 0.288], [2.509, 1.416, -0.847], [8.377, -0.796, -0.865], [7.649, 0.566, -1.469], [7.365, -0.917, -2.120]], "total_charge": 2, "homo_ev": -11.405, "orbital_gap_ev": 2.53, "mol_weight_g_mol": 157.22, "e_lumo_ev": -8.873}

Stability, lowest: 2